Record 1
106
Properties=species:S:1:pos:R:3:forces:R:3:lowdin_charge:R:1 method="wB97M-V/def2-TZVPD" homo_ev=-7.7
Na -0.464634 1.834423 0.900194 0.05 -0.78 0.28 0.07
C -1.686619 3.234174 4.686555 0.02 0.04 0.04 -0.04
C -2.176366 2.361782 3.563757 0.03 -0.03 0.00 -0.26
C -2.002047 0.977670 3.614534 -0.01 0.00 0.02 -0.02
C -2.458570 0.152460 2.595090 -0.01 0.03 -0.04 -0.26
C -2.251257 -1.333639 2.620358 -0.01 -0.05 0.01 -0.04
C -3.100493 0.736246 1.501486 0.08 -0.11 -0.04 -0.02
C -3.286400 2.108789 1.417583 0.03 0.06 0.04 -0.27
C -3.953794 2.723286 0.217405 -0.03 0.03 -0.05 -0.02
C -2.817492 2.910112 2.460858 0.07 0.04 -0.08 -0.02
H -2.457880 3.349257 5.451370 -0.01 -0.01 0.00 0.09
H -1.427708 4.230790 4.328201 -0.01 0.00 -0.01 0.08
H -0.805419 2.806731 5.165732 0.00 -0.01 0.00 0.07
H -1.500149 0.539264 4.471299 0.01 0.00 0.00 0.12
H -3.208849 -1.857215 2.648273 -0.01 0.01 0.00 0.09
H -1.671086 -1.645544 3.488626 0.01 0.00 0.00 0.08
H -1.729142 -1.644883 1.712410 0.02 -0.02 -0.02 0.04
H -3.414898 0.098405 0.682190 -0.05 0.07 0.20 0.10
H -5.034592 2.781025 0.363233 -0.01 0.01 0.01 0.09
H -3.776401 2.127548 -0.679226 0.00 0.01 0.04 0.06
H -3.585132 3.733376 0.036970 0.01 0.01 0.00 0.08
H -2.913510 3.987037 2.380400 -0.03 0.01 0.03 0.13
N 2.553472 1.293060 -1.310979 0.08 -0.10 0.02 0.06
N 1.983335 1.982196 -2.382291 0.06 -0.14 -0.07 -0.01
C 0.958977 2.817946 -2.147091 0.12 -0.11 -0.23 -0.39
N 0.326400 3.313324 -3.215455 0.05 -0.08 -0.10 0.21
N 0.717676 3.075313 -0.858160 -0.34 0.33 -0.04 0.15
N -0.313135 3.894042 -0.574224 0.22 0.15 -0.05 -0.43
O -1.015291 4.451224 -1.409620 -0.20 0.30 -0.07 0.04
O -0.525017 4.018885 0.633203 -0.23 0.43 0.18 -0.01
H 3.518888 1.074869 -1.519437 -0.04 0.02 0.00 0.09
H 2.001805 0.455196 -1.106574 0.01 0.05 -0.04 -0.02
H 2.002769 1.548682 -3.297398 -0.02 0.00 0.05 0.13
H 0.500914 2.896278 -4.112710 0.01 0.02 -0.04 0.12
H -0.505896 3.864096 -3.062269 0.12 -0.06 0.02 0.09
C -1.696681 -5.206518 -1.940416 0.01 -0.07 -0.02 -0.02
C -1.726955 -4.202282 -0.793804 -0.05 -0.03 0.00 -0.65
C -0.409461 -4.223865 -0.024957 0.02 0.02 0.03 -0.03
C -2.884457 -4.505833 0.149121 -0.01 -0.01 0.00 -0.03
O -1.998730 -2.908893 -1.334167 0.03 0.05 -0.02 -0.15
Si -1.004365 -1.798115 -2.028155 -0.06 -0.05 0.06 -0.14
S -0.290249 -0.429014 -0.653164 0.30 0.04 0.02 0.43
O -1.852748 -1.100082 -3.256793 -0.15 -0.02 -0.02 -0.15
C -2.970842 -0.212490 -3.239988 0.10 0.05 0.03 -0.64
C -3.742971 -0.489541 -4.521558 -0.04 0.01 -0.01 -0.03
C -3.855647 -0.450487 -2.020645 0.04 -0.02 0.00 -0.04
C -2.440939 1.219579 -3.232479 0.00 -0.01 -0.02 -0.05
O 0.132565 -2.707262 -2.812454 -0.07 0.08 0.04 -0.15
C 1.301724 -2.343223 -3.533908 0.02 -0.06 -0.02 -0.65
C 1.130111 -0.977970 -4.192082 -0.01 -0.02 -0.05 -0.04
C 1.497415 -3.412994 -4.598380 0.03 -0.03 -0.05 -0.03
C 2.476067 -2.337588 -2.562126 0.08 -0.03 -0.02 -0.04
H -1.597354 -6.225756 -1.560647 0.02 0.00 0.02 0.09
H -0.861206 -4.993682 -2.607334 -0.03 0.01 0.01 0.07
H -2.624308 -5.139999 -2.510701 0.00 0.01 -0.01 0.09
H -0.239913 -5.216934 0.395492 -0.01 -0.01 0.01 0.09
H -0.429159 -3.499252 0.790528 -0.01 0.03 0.01 0.07
H 0.425011 -3.979435 -0.681757 0.00 0.00 -0.01 0.07
H -2.767055 -5.490666 0.604425 0.00 -0.01 0.00 0.09
H -3.828341 -4.483916 -0.397191 0.00 0.01 -0.01 0.09
H -2.926631 -3.756193 0.940145 0.00 0.00 0.00 0.07
H -4.107052 -1.517141 -4.521531 0.00 -0.01 0.00 0.09
H -3.091996 -0.355777 -5.386862 0.01 0.00 0.01 0.08
H -4.595235 0.185756 -4.617215 -0.01 0.01 0.01 0.09
H -4.226020 -1.474345 -2.008255 0.00 -0.04 -0.01 0.09
H -4.704408 0.236638 -2.029950 -0.02 0.00 -0.02 0.09
H -3.283913 -0.285385 -1.104837 0.00 -0.04 -0.20 0.03
H -1.832990 1.388009 -4.124301 0.02 0.00 -0.01 0.08
H -1.816790 1.372351 -2.350430 0.00 0.00 0.01 0.04
H -3.258299 1.944120 -3.227500 -0.02 0.00 -0.01 0.09
H 0.298100 -1.000211 -4.897081 0.02 0.01 0.02 0.09
H 2.044052 -0.690780 -4.720079 0.00 -0.01 0.01 0.09
H 0.894544 -0.246449 -3.419865 -0.02 0.13 0.05 0.04
H 0.648531 -3.420579 -5.282447 -0.01 0.00 0.00 0.09
H 1.572487 -4.394805 -4.129747 0.00 -0.01 0.01 0.09
H 2.409631 -3.230836 -5.170690 0.00 0.01 0.00 0.09
H 2.248445 -1.691968 -1.716234 -0.02 0.06 0.07 0.04
H 3.390862 -1.986188 -3.045937 0.01 -0.02 -0.02 0.09
H 2.650368 -3.348021 -2.186385 -0.01 0.01 0.02 0.09
C 1.349023 -0.577641 2.939966 0.01 -0.10 0.04 -0.26
P 1.976001 1.012394 2.266481 -0.38 -0.17 0.14 1.04
C 3.577153 0.491672 1.581707 0.05 0.00 -0.01 -0.39
C 4.686169 1.332223 1.617963 0.04 0.03 -0.02 -0.09
C 5.860540 0.976713 0.970709 0.00 0.01 0.02 -0.09
C 5.941297 -0.223199 0.277270 -0.02 -0.03 -0.01 -0.09
C 4.842024 -1.071504 0.244335 0.04 0.01 -0.02 -0.09
C 3.668111 -0.717114 0.892827 0.03 -0.01 -0.02 -0.12
C 2.418904 1.890616 3.802809 0.10 0.08 0.00 -0.39
C 1.947594 3.190524 3.961165 0.02 0.02 0.03 -0.11
C 2.210603 3.901785 5.126633 -0.01 -0.01 -0.02 -0.09
C 2.948716 3.314977 6.141045 0.00 0.02 0.01 -0.09
C 3.432048 2.019876 5.989925 0.00 -0.01 0.00 -0.08
C 3.171114 1.314805 4.827456 0.02 -0.01 -0.02 -0.09
H 0.949342 -1.179081 2.121905 -0.01 0.01 -0.02 0.01
H 0.524739 -0.352119 3.617022 0.01 0.01 -0.01 0.02
H 2.107381 -1.147634 3.478801 0.01 0.01 -0.01 0.05
H 4.634843 2.273341 2.152936 -0.02 0.00 0.00 0.11
H 6.715709 1.639358 1.010596 0.00 0.00 -0.01 0.10
H 6.857760 -0.499776 -0.227696 0.01 0.00 0.00 0.10
H 4.893433 -2.013972 -0.286129 0.01 0.00 -0.01 0.10
H 2.816920 -1.384816 0.846648 -0.05 0.00 -0.03 0.09
H 1.369738 3.650486 3.166395 0.00 -0.02 -0.01 0.10
H 1.836996 4.911569 5.236174 0.00 0.01 0.02 0.10
H 3.152113 3.864594 7.051093 0.00 0.00 0.00 0.10
H 4.014418 1.563784 6.780136 0.00 0.00 0.00 0.10
H 3.559677 0.309976 4.709838 0.00 -0.01 0.00 0.11

=====

Record 2
11
Properties=species:S:1:pos:R:3:forces:R:3:lowdin_charge:R:1 method="wB97M-V/def2-TZVPD" smiles=N#C[C@@H]1C[C@@H]1O homo_ev=-9.2
N 2.631618 -0.674482 0.268822 -0.38 0.90 0.50 0.12
C 1.615089 -0.187280 0.552553 1.20 -0.09 -0.48 -0.31
C 0.257762 0.090685 0.884805 0.02 -0.46 -0.19 -0.07
C -0.189959 -0.760060 -0.720539 -0.22 -0.10 0.15 0.10
C -0.911396 0.273877 -0.024135 -0.21 -0.20 -0.09 -0.47
O -1.268072 1.470310 -0.626564 0.15 0.46 -0.19 0.01
H 0.051453 0.109534 1.968762 -0.07 -1.05 -0.64 0.13
H -0.457632 -1.805046 -0.833890 -0.22 0.14 0.49 0.11
H 0.538240 -0.399745 -1.457480 -0.08 -0.25 0.55 0.11
H -1.754117 -0.175509 0.507549 -0.08 0.47 0.03 0.16
H -0.512987 2.057713 -0.519878 -0.11 0.19 -0.13 0.10

=====

Record 3
57
Properties=species:S:1:pos:R:3:forces:R:3:lowdin_charge:R:1 method="wB97M-V/def2-TZVPD" smiles="CCP(S)C[C@H](O)CN.COP(=O)(OC)OC.COP(=O)(OC)OC" homo_ev=-8.4
C 2.111850 -3.151865 3.897937 -0.74 0.36 -0.72 -0.19
C 1.416954 -2.065920 2.859349 1.90 1.10 -0.40 -0.50
P -0.385886 -2.475806 2.381316 0.27 -1.41 0.33 0.59
S -0.594781 -1.792687 0.333429 -0.14 -0.39 -0.23 0.34
C -1.669334 -1.479160 3.385366 -1.11 1.65 -0.23 -0.37
C -3.183618 -1.895941 2.830855 -0.20 -0.31 -0.10 -0.40
O -4.072081 -0.707915 2.675910 2.38 -0.38 -1.12 -0.13
C -3.917221 -3.041950 3.790532 0.23 0.53 -0.33 -0.21
N -3.574489 -4.438542 3.233311 0.23 1.73 0.24 -0.05
H 2.447411 -4.070615 3.244515 -0.70 1.73 1.56 0.08
H 1.286076 -3.476628 4.672107 1.98 0.53 -1.31 0.07
H 3.053147 -2.643814 4.391185 -2.04 -1.16 -0.87 0.08
H 2.059265 -2.135354 1.856140 -1.60 0.25 2.05 0.07
H 1.570420 -0.957132 3.243655 -0.39 -2.23 -0.67 0.09
H -0.763230 -2.965820 -0.448428 0.16 1.08 1.49 -0.14
H -1.668496 -1.677729 4.538990 0.48 0.24 -2.23 0.09
H -1.497376 -0.313266 3.209405 -0.55 -2.36 0.50 0.10
H -3.075373 -2.378156 1.769678 -0.12 0.82 1.93 0.09
H -3.621205 -0.150329 1.952144 -1.07 -1.23 1.67 0.11
H -5.098233 -2.877395 3.817679 2.71 -0.31 -0.22 0.13
H -3.499611 -2.952730 4.897606 -0.96 -0.28 -2.36 0.12
H -2.550377 -4.564044 3.393806 -1.11 0.05 -0.45 0.04
H -3.733901 -4.425974 2.194610 0.32 0.01 1.44 0.07
C 6.005179 0.088484 -1.889437 0.67 -0.73 -0.26 -0.12
O 5.053627 1.097788 -1.617178 -0.68 0.44 0.81 -0.23
P 4.569377 1.241492 -0.085820 0.23 -0.74 1.04 0.44
O 5.055967 0.166050 0.835640 -0.56 1.74 -1.48 -0.25
O 2.965602 1.339983 -0.215570 1.41 0.93 0.33 -0.23
C 2.291952 0.166973 -0.619126 -0.49 -0.74 -0.31 -0.12
O 5.016454 2.733917 0.314231 -0.27 -1.59 0.11 -0.21
C 4.393788 3.820423 -0.340031 -0.45 0.75 -0.33 -0.12
H 5.530515 -0.894161 -1.810010 0.21 0.08 0.04 0.09
H 6.377310 0.218921 -2.908646 -0.20 0.15 0.13 0.09
H 6.848822 0.153015 -1.196291 -0.13 -0.13 -0.09 0.09
H 2.631056 -0.695157 -0.037925 -0.06 0.08 -0.05 0.07
H 2.466110 -0.012226 -1.683178 -0.05 -0.05 0.04 0.10
H 1.220501 0.303461 -0.452994 0.29 0.08 -0.01 0.04
H 3.424488 4.018695 0.126089 0.08 -0.01 -0.14 0.09
H 4.256269 3.617557 -1.405354 0.00 0.04 0.08 0.09
H 5.023028 4.706673 -0.228698 0.03 -0.25 0.06 0.09
C -4.428108 0.584531 -2.836500 -0.58 -0.81 0.28 -0.11
O -3.706094 1.746907 -3.191255 1.06 0.42 -0.23 -0.23
P -2.151671 1.545655 -3.570028 0.73 -1.12 -0.06 0.44
O -1.613752 0.169493 -3.326609 -0.98 2.08 -0.49 -0.25
O -1.416225 2.711807 -2.734661 -0.43 -0.41 -1.39 -0.22
C -1.389785 2.562103 -1.331271 0.03 -0.08 0.87 -0.11
O -2.065126 2.050108 -5.094919 0.26 -0.92 1.40 -0.20
C -2.304428 3.415982 -5.365824 -0.04 0.94 -0.23 -0.12
H -4.098772 0.233824 -1.853776 -0.07 -0.11 -0.18 0.09
H -5.491574 0.830793 -2.784767 0.22 0.17 -0.05 0.09
H -4.285666 -0.203554 -3.581472 0.00 0.04 0.20 0.09
H -1.065387 1.555129 -1.054101 -0.04 0.05 -0.02 0.07
H -2.383254 2.757453 -0.919555 0.05 -0.03 0.04 0.09
H -0.684575 3.285676 -0.914911 -0.11 -0.07 -0.22 0.09
H -1.399115 3.992561 -5.155856 -0.16 0.00 0.01 0.09
H -3.134146 3.800958 -4.767209 0.06 -0.01 -0.06 0.09
H -2.552280 3.527461 -6.424087 0.03 -0.21 0.16 0.09

=====

Record 4
53
Properties=species:S:1:pos:R:3:forces:R:3:lowdin_charge:R:1 method="wB97M-V/def2-TZVPD" smiles="COCCNC(=O)c1c(CSc2ccc(F)cc2)noc1C(=O)NCc1ccccc1" homo_ev=-8.1
C -0.530912 -5.399822 -2.493803 -0.08 -0.03 -0.05 -0.12
O 0.363838 -4.796335 -1.598085 0.22 0.16 0.19 -0.19
C -0.018811 -4.949265 -0.250764 0.12 0.00 0.24 -0.22
C 0.982152 -4.202578 0.632371 -0.43 -0.31 -0.11 -0.13
N 0.896040 -2.777228 0.431107 0.11 -0.19 -0.18 0.10
C 0.112708 -2.017834 1.205967 0.46 0.02 -0.40 -0.43
O -0.508971 -2.440640 2.167889 -0.29 -0.06 0.20 0.05
C 0.046678 -0.574494 0.839023 0.45 0.78 -0.33 0.02
C -0.986057 0.308668 1.295082 0.75 0.16 -0.36 -0.29
C -2.202808 -0.060515 2.046794 -0.70 -0.13 -0.22 -0.37
S -3.460087 -0.770398 0.915797 0.14 -0.16 0.24 0.97
C -4.332432 0.630832 0.273621 0.20 -0.09 0.14 -0.53
C -5.552787 0.356592 -0.341244 0.24 0.04 0.09 -0.12
C -6.310096 1.377534 -0.877388 -0.01 0.27 -0.07 -0.01
C -5.835238 2.675014 -0.787163 0.12 -0.08 0.05 -0.28
F -6.573051 3.682580 -1.303453 0.04 -0.07 0.03 0.05
C -4.625147 2.965468 -0.187166 -0.28 0.11 -0.13 0.00
C -3.865575 1.936628 0.342973 -0.10 -0.11 0.01 -0.08
N -0.750858 1.530282 0.896630 -0.82 0.07 0.69 0.12
O 0.400261 1.522542 0.193729 0.75 -0.40 -0.43 0.02
C 0.887772 0.264440 0.139806 -0.92 -0.68 0.63 -0.08
C 2.137935 0.063117 -0.633464 0.00 0.40 -0.13 -0.40
O 2.543749 -1.042620 -0.953740 0.05 -0.19 0.01 0.07
N 2.749380 1.209167 -0.969355 -0.04 0.25 -0.05 0.10
C 4.003613 1.241714 -1.694558 0.16 -0.12 -0.07 -0.11
C 5.139467 1.647972 -0.789758 0.01 0.05 -0.09 -0.21
C 5.805394 2.851760 -0.968261 -0.06 -0.11 -0.05 -0.05
C 6.834889 3.214010 -0.116024 0.09 0.07 0.06 -0.08
C 7.199139 2.379368 0.926104 0.07 0.09 0.00 -0.09
C 6.533989 1.178608 1.113100 -0.04 -0.08 0.04 -0.08
C 5.509677 0.814072 0.258864 0.03 0.02 -0.02 -0.03
H -0.140499 -5.219926 -3.493257 -0.08 -0.05 -0.03 0.09
H -1.534729 -4.964576 -2.408549 0.03 -0.02 -0.02 0.09
H -0.602469 -6.480884 -2.318005 0.00 0.03 -0.03 0.09
H -1.027406 -4.539379 -0.089170 0.08 -0.05 0.01 0.13
H -0.031262 -6.015728 0.024134 -0.01 0.08 -0.02 0.13
H 1.993604 -4.530603 0.389837 -0.02 -0.03 0.07 0.13
H 0.753129 -4.412476 1.680389 0.13 -0.04 -0.13 0.12
H 1.424074 -2.368241 -0.334815 -0.11 0.16 0.16 0.11
H -2.639881 0.789046 2.565510 0.07 0.01 0.08 0.09
H -1.975521 -0.877773 2.731638 -0.04 0.21 -0.02 0.07
H -5.898686 -0.664171 -0.391321 -0.12 -0.11 -0.01 0.10
H -7.256902 1.181744 -1.354833 -0.10 0.01 -0.05 0.12
H -4.279138 3.985826 -0.140271 0.00 0.12 -0.02 0.12
H -2.909208 2.164427 0.785834 -0.03 0.05 -0.01 0.07
H 2.373271 2.084721 -0.638146 -0.04 -0.12 0.04 0.15
H 4.166019 0.230442 -2.077971 -0.03 0.20 -0.05 0.13
H 3.911260 1.937426 -2.533056 0.04 -0.11 0.04 0.13
H 5.523588 3.506192 -1.780996 -0.04 0.06 -0.09 0.11
H 7.351279 4.150553 -0.265622 0.04 0.08 0.00 0.10
H 8.001067 2.662869 1.591199 0.07 0.03 0.05 0.10
H 6.816802 0.523790 1.923779 0.03 -0.06 0.07 0.10
H 4.992787 -0.124536 0.396925 -0.06 -0.13 0.02 0.11

=====

Record 5
46
Properties=species:S:1:pos:R:3:forces:R:3:lowdin_spin:R:1 method="wB97M-V/def2-TZVPD" homo_ev="-11.2 / -11.9" multiplicity=4 charge=+1 s_squared=4.007
Mn 0.576712 1.953266 0.086376 0.17 -0.90 1.03 2.38
Se 0.353083 3.995158 -0.939188 -0.22 0.62 -0.50 0.10
Se 2.260163 4.738389 -1.981925 -0.05 0.09 -0.03 0.32
Se 3.759004 3.060931 -1.700287 0.09 -0.05 -0.08 0.33
Se 2.894842 1.785748 -0.011847 0.17 -0.03 0.13 0.10
C 0.904463 1.856962 3.292940 0.09 0.00 -0.16 0.00
O 0.579697 1.280168 2.015946 -0.09 0.06 0.02 0.00
Si 0.326064 -0.371352 1.634786 0.00 0.20 -0.18 -0.01
C -1.130540 -1.016305 2.549451 -0.22 -0.11 0.22 0.00
C 1.854444 -1.269039 2.110492 0.27 -0.13 0.11 0.00
C 0.088335 -0.017136 -0.169868 -0.15 0.22 -0.23 -0.18
Si 0.704882 -1.420106 -1.291586 0.03 0.05 0.09 -0.01
C 0.287511 -1.164136 -3.079455 -0.08 0.03 -0.24 0.00
C -0.201092 -2.944009 -0.692449 -0.08 -0.16 0.03 -0.02
C 2.525588 -1.769442 -1.168937 0.25 -0.03 0.02 0.00
Si -1.627505 0.610945 -0.655866 0.20 -0.09 -0.49 -0.01
C -2.945053 -0.684796 -0.598715 -0.31 0.01 0.23 -0.01
C -1.589943 1.347654 -2.373876 -0.12 0.02 -0.22 0.01
C -2.038885 2.035668 0.525962 0.05 0.08 0.16 0.00
H 1.679613 1.267334 3.780604 0.01 -0.01 0.00 0.00
H 0.010733 1.889067 3.913267 -0.02 -0.01 0.00 0.00
H 1.273708 2.865572 3.128401 0.01 0.03 0.01 0.00
H -0.874222 -1.176110 3.600541 -0.06 0.01 -0.01 0.00
H -1.435853 -1.983374 2.139898 0.00 0.03 0.03 0.00
H -1.986686 -0.342021 2.501760 -0.02 -0.05 0.03 0.00
H 1.967490 -1.264316 3.198337 0.02 0.00 -0.03 0.00
H 2.743905 -0.818384 1.665618 0.01 -0.05 0.02 0.00
H 1.816403 -2.314081 1.798798 0.01 -0.01 0.03 0.00
H -0.786623 -1.112985 -3.265836 0.06 0.00 -0.03 0.00
H 0.673844 -2.025222 -3.632729 -0.02 0.03 0.00 0.00
H 0.752334 -0.269331 -3.498487 -0.01 -0.03 -0.02 0.00
H -1.282216 -2.862950 -0.810314 0.06 -0.06 0.03 0.00
H 0.006811 -3.180341 0.353951 0.00 0.00 0.02 0.00
H 0.130748 -3.806424 -1.279054 -0.01 0.04 0.01 0.00
H 3.136350 -0.868219 -1.125192 0.02 -0.03 -0.02 0.00
H 2.823225 -2.327603 -2.061295 0.00 0.00 0.04 0.00
H 2.766275 -2.388692 -0.303459 0.03 0.04 -0.04 0.00
H -2.752825 -1.468829 -1.331341 -0.02 0.06 -0.01 0.00
H -3.895519 -0.210176 -0.863136 0.01 -0.06 0.02 0.00
H -3.053972 -1.141023 0.386013 -0.03 -0.04 -0.06 0.00
H -2.104988 0.688750 -3.077119 0.01 0.07 -0.01 0.00
H -0.582595 1.504780 -2.755927 0.00 0.03 -0.01 0.00
H -2.101713 2.312727 -2.389780 -0.01 -0.02 -0.01 0.00
H -2.543990 1.630358 1.405899 0.02 0.04 0.02 0.00
H -2.713968 2.720950 0.010979 -0.02 -0.01 0.04 0.00
H -1.248047 2.671974 0.957628 -0.06 0.10 0.02 0.00